[1]
Entry from OMol25: a molecular structure, C16H16MnN3O5S2 at a distorted geometry (ωB97M-V/def2-TZVPD).

Cartesian coordinates (Å):
1 Mn -0.720 0.081 -0.402
2 C 3.504 2.728 -2.119
3 S 1.867 3.498 -2.143
4 C 0.864 2.469 -1.187
5 S 1.432 0.956 -0.474
6 N -0.345 2.920 -0.999
7 N -1.016 2.018 -0.211
8 C -1.804 2.374 0.722
9 C -2.125 1.300 1.671
10 C -2.984 1.407 2.734
11 C -3.111 0.316 3.594
12 C -2.372 -0.826 3.364
13 C -1.524 -0.877 2.263
14 N -1.403 0.173 1.461
15 H 3.891 2.770 -3.133
16 H 3.452 1.690 -1.804
17 H 4.151 3.287 -1.449
18 H -2.081 3.413 0.863
19 H -3.544 2.319 2.887
20 H -3.788 0.368 4.436
21 H -2.447 -1.688 4.011
22 H -0.946 -1.753 2.005
23 O -0.799 -3.767 -0.562
24 C -0.635 -2.678 -1.015
25 O -0.219 -1.649 -0.227
26 C -0.785 -2.305 -2.475
27 C 0.274 -1.273 -2.868
28 C 0.355 -1.095 -4.376
29 C -0.939 -0.304 -4.685
30 C -1.578 -0.189 -3.313
31 O -0.393 -0.022 -2.448
32 C -2.116 -1.530 -2.806
33 C -2.992 -1.256 -1.610
34 O -4.058 -1.755 -1.411
35 O -2.498 -0.300 -0.796
36 H -0.710 -3.225 -3.050
37 H 1.223 -1.355 -2.350
38 H 1.243 -0.531 -4.652
39 H 0.397 -2.061 -4.874
40 H -0.715 0.682 -5.085
41 H -1.602 -0.814 -5.382
42 H -2.243 0.657 -3.171
43 H -2.714 -2.054 -3.548

Output
- multiplicity = 4
- charge = +1
- orbital gap (spin up / spin down) (eV) = 6.6 / 6.8
- <S²> = 3.876
- total energy (a.u.) = -3106.94074
- highest occupied orbital energy (spin up / spin down) (eV) = -12.131 / -12.117


[2]
Entry from OMol25: C16H16N2O2S2 in the gas phase at a distorted geometry (ωB97M-V/def2-TZVPD).

Cartesian coordinates (Å):
1 S 1.337 -2.764 -1.682
2 O -3.720 -2.342 0.940
3 O -2.347 2.100 1.850
4 S 3.532 2.177 -0.305
5 C 1.571 -1.140 -1.247
6 C 0.366 2.953 0.404
7 C 4.776 -1.800 0.344
8 C 0.205 1.610 0.259
9 C 1.245 0.773 -0.295
10 C 2.472 0.791 -0.750
11 C 4.840 -0.747 -0.590
12 C -3.044 -0.091 1.195
13 C -1.625 -1.599 -0.108
14 C -2.791 -1.384 0.682
15 C -2.174 0.976 1.114
16 C -1.080 0.788 0.313
17 C -0.735 -0.506 -0.186
18 N 0.614 -0.371 -0.597
19 N 2.732 -0.459 -1.353
20 C -4.217 -2.827 -0.353
21 C -3.361 3.019 1.421
22 C 4.042 -0.867 -1.797
23 H 2.662 2.651 0.575
24 H -0.489 3.545 0.894
25 H 1.171 3.441 -0.078
26 H 4.127 -2.645 0.197
27 H 5.315 -1.927 1.350
28 H 5.420 0.238 -0.530
29 H -3.980 -0.042 1.717
30 H -1.206 -2.507 -0.490
31 H -3.618 -3.610 -0.827
32 H -5.139 -3.395 -0.212
33 H -4.358 -2.029 -1.066
34 H -3.810 3.453 2.290
35 H -4.104 2.597 0.771
36 H -2.920 3.881 0.982
37 H 4.015 -1.844 -2.316
38 H 4.275 -0.097 -2.516

Output
- orbital gap (eV) = 7.2
- ΔE to the lowest compared entry with this formula, charge and spin (kJ/mol) = 468.8
- total energy (a.u.) = -1675.50356
- highest occupied orbital energy (eV) = -7.243


[3]
Entry from OMol25: C16H16N2O4 in the gas phase (ωB97M-V/def2-TZVPD).

Cartesian coordinates (Å):
1 O 1.083 0.932 1.216
2 C 0.312 0.062 1.584
3 N -0.163 -0.064 2.842
4 C 0.024 0.663 4.038
5 N -0.677 0.107 5.018
6 C -0.651 0.626 6.230
7 C 0.093 1.755 6.535
8 C 0.827 2.341 5.524
9 C 0.817 1.808 4.230
10 O 1.551 2.429 3.303
11 H 1.479 1.971 2.424
12 H 1.427 3.221 5.694
13 H 0.100 2.164 7.532
14 H -1.249 0.114 6.970
15 H -0.796 -0.833 3.030
16 C -0.213 -1.013 0.647
17 C 0.325 -0.816 -0.766
18 C -0.073 -1.950 -1.718
19 C -1.540 -1.851 -2.155
20 H -1.765 -2.694 -2.824
21 O -1.782 -0.633 -2.818
22 C -0.833 -0.339 -3.768
23 C -1.118 0.641 -4.709
24 C -0.196 0.951 -5.690
25 C 1.013 0.276 -5.745
26 C 1.312 -0.687 -4.801
27 C 0.400 -0.994 -3.800
28 O 0.747 -1.944 -2.871
29 H 2.252 -1.216 -4.813
30 H 1.729 0.507 -6.518
31 H -0.426 1.714 -6.418
32 H -2.071 1.143 -4.651
33 H -2.219 -1.880 -1.302
34 H 0.109 -2.922 -1.245
35 H 1.416 -0.768 -0.730
36 H -0.030 0.138 -1.161
37 H -1.305 -0.971 0.653
38 H 0.092 -1.989 1.034

Output
- orbital gap (eV) = 9.0
- ΔE to the lowest compared entry with this formula, charge and spin (kJ/mol) = 87.9
- total energy (a.u.) = -1029.80279
- highest occupied orbital energy (eV) = -8.412


[4]
Entry from OMol25: C16H16N2S in the gas phase (ωB97M-V/def2-TZVPD).

Cartesian coordinates (Å):
1 C -2.303 6.437 -1.315
2 C -0.830 6.213 -1.637
3 C -0.218 5.039 -0.873
4 H -0.382 5.175 0.198
5 H 0.861 5.025 -1.044
6 C -0.798 3.686 -1.303
7 C -0.135 2.592 -0.631
8 C 0.435 1.701 -0.053
9 C 1.083 0.648 0.610
10 C 0.729 -0.636 0.475
11 S -0.609 -1.159 -0.568
12 C -0.335 -2.815 -0.128
13 N -0.922 -3.920 -0.470
14 C -0.239 -4.894 0.222
15 C -0.427 -6.270 0.246
16 C 0.415 -7.019 1.042
17 C 1.426 -6.431 1.803
18 C 1.635 -5.066 1.796
19 C 0.794 -4.308 1.001
20 N 0.702 -2.964 0.749
21 C 1.400 -1.793 1.174
22 H 2.462 -1.850 0.898
23 H 1.337 -1.677 2.265
24 H 2.418 -4.610 2.385
25 H 2.061 -7.059 2.410
26 H 0.292 -8.091 1.081
27 H -1.209 -6.723 -0.341
28 H 1.908 0.912 1.260
29 H -0.681 3.560 -2.384
30 H -1.865 3.639 -1.070
31 H -0.272 7.117 -1.382
32 H -0.713 6.047 -2.711
33 H -2.912 5.601 -1.652
34 H -2.444 6.558 -0.243
35 H -2.664 7.335 -1.811

Output
- orbital gap (eV) = 8.5
- ΔE to the lowest compared entry with this formula, charge and spin (kJ/mol) = 165.4
- total energy (a.u.) = -1126.94412
- highest occupied orbital energy (eV) = -7.882


[5]
Entry from OMol25: a molecular structure, C16H16N3O4Rh at a distorted geometry (ωB97M-V/def2-TZVPD).

Cartesian coordinates (Å):
1 Rh -1.704 -0.618 1.029
2 N -2.353 -1.016 -0.914
3 C -3.816 -1.189 -0.776
4 C -4.181 -1.696 0.638
5 O -4.909 -2.702 0.745
6 N -3.658 -0.913 1.576
7 C -3.702 -1.384 2.948
8 C -2.527 -0.816 3.767
9 O -2.637 -0.802 5.003
10 O -1.503 -0.421 3.112
11 H -2.105 -0.287 -1.575
12 H -1.906 -1.881 -1.198
13 H -4.231 -1.876 -1.519
14 H -4.269 -0.205 -0.903
15 H -3.618 -2.479 2.978
16 H -4.629 -1.121 3.468
17 N 1.755 -1.236 -1.633
18 C 2.868 -0.680 -0.970
19 C 3.968 -1.462 -0.628
20 C 5.106 -0.898 -0.066
21 C 5.134 0.463 0.187
22 C 4.014 1.235 -0.097
23 C 2.866 0.688 -0.663
24 C 1.633 1.506 -0.840
25 C 1.560 2.505 -1.807
26 C 0.437 3.299 -1.964
27 C -0.625 3.071 -1.088
28 C -0.604 2.034 -0.186
29 C 0.475 1.068 -0.112
30 H 1.026 -1.498 -0.976
31 H 2.037 -2.015 -2.212
32 H 3.930 -2.529 -0.823
33 H 5.955 -1.522 0.189
34 H 6.010 0.917 0.635
35 H 4.007 2.292 0.144
36 H 2.425 2.650 -2.447
37 H 0.388 4.070 -2.724
38 H -1.503 3.709 -1.130
39 H -1.455 1.848 0.462
40 O 0.342 -0.110 0.370

Output
- charge = -2
- orbital gap (spin up / spin down) (eV) = 4.7 / 4.7
- ΔE to the lowest compared entry with this formula, charge and spin (kJ/mol) = 47.8
- total energy (a.u.) = -1195.13807
- highest occupied orbital energy (spin up / spin down) (eV) = 0.253 / 0.253


[6]
Entry from OMol25: C16H16N6O4 in the gas phase at a distorted geometry (ωB97M-V/def2-TZVPD).

Cartesian coordinates (Å):
1 C 4.820 0.604 -1.645
2 C 6.134 0.262 -0.951
3 C 6.031 -0.921 0.013
4 H 7.027 -1.138 0.406
5 C 5.098 -0.673 1.201
6 N 3.725 -0.870 0.842
7 N 3.243 -1.998 0.401
8 N 1.988 -1.820 0.172
9 C 1.728 -0.537 0.495
10 N 2.818 0.082 0.928
11 N 0.477 0.001 0.377
12 C 0.188 1.337 0.505
13 O 1.002 2.200 0.731
14 C -1.247 1.618 0.316
15 C -1.888 2.806 0.059
16 C -3.249 2.493 -0.089
17 C -3.358 1.129 0.089
18 C -4.522 0.266 0.060
19 C -5.796 0.831 0.181
20 C -6.930 0.046 0.224
21 C -6.831 -1.337 0.175
22 C -5.585 -1.922 0.058
23 C -4.445 -1.133 -0.022
24 N -3.203 -1.842 -0.227
25 O -2.430 -1.419 -1.060
26 O -3.038 -2.850 0.422
27 H -5.475 -2.995 0.012
28 H -7.714 -1.953 0.226
29 H -7.899 0.513 0.312
30 H -5.883 1.902 0.260
31 O -2.140 0.611 0.344
32 H -4.037 3.179 -0.319
33 H -1.423 3.767 -0.020
34 H -0.237 -0.644 0.062
35 H 5.182 0.352 1.567
36 H 5.336 -1.372 2.008
37 H 5.679 -1.807 -0.519
38 H 6.494 1.139 -0.408
39 H 6.881 0.012 -1.708
40 H 4.993 1.334 -2.432
41 H 4.104 1.032 -0.948
42 H 4.383 -0.285 -2.098

Output
- orbital gap (eV) = 7.9
- ΔE to the lowest compared entry with this formula, charge and spin (kJ/mol) = 269.7
- total energy (a.u.) = -1248.68755
- highest occupied orbital energy (eV) = -8.670


[7]
Entry from OMol25: a molecular structure, C16H17AlBCl41NO5S at a distorted geometry (ωB97M-V/def2-TZVPD).

Cartesian coordinates (Å):
1 C 3.836 -1.362 0.223
2 C 2.638 -0.766 -0.603
3 N 1.739 -0.142 0.358
4 Al 0.522 1.106 -0.376
5 C -0.807 0.290 -1.714
6 C -2.286 0.503 -1.234
7 C -2.810 -0.686 -0.425
8 C -2.046 -0.934 0.882
9 S -2.617 0.100 2.255
10 O -2.943 1.454 1.882
11 O -1.672 0.000 3.352
12 Cl -4.384 -0.864 2.775
13 O 1.403 2.515 -1.183
14 B 1.642 3.635 -0.473
15 O 0.815 4.138 0.562
16 O 2.814 4.410 -0.739
17 H 4.017 -2.414 -0.018
18 H 4.754 -0.780 0.118
19 H 3.571 -1.330 1.281
20 H 2.176 -1.625 -1.124
21 H 3.002 -0.056 -1.348
22 H 1.311 -0.834 0.960
23 H -0.385 1.628 0.837
24 H -0.649 -0.793 -1.845
25 H -0.750 0.775 -2.696
26 H -2.327 1.434 -0.663
27 H -2.947 0.619 -2.101
28 H -2.653 -1.573 -1.045
29 H -3.869 -0.572 -0.172
30 H -2.273 -1.953 1.215
31 H -0.963 -0.864 0.803
32 H 0.125 4.706 0.208
33 H 2.643 4.911 -1.545
34 C 5.688 -2.848 -3.156
35 Cl 6.110 -1.306 -2.408
36 Cl 6.074 -2.780 -4.885
37 Cl 6.606 -4.162 -2.405
38 Cl 3.963 -3.144 -2.950
39 C -8.604 -0.046 3.879
40 Cl -7.780 -1.607 3.794
41 Cl -9.826 -0.091 5.156
42 Cl -7.422 1.220 4.233
43 Cl -9.383 0.294 2.329
44 C 2.982 2.956 3.467
45 Cl 3.731 2.671 5.054
46 Cl 2.945 4.694 3.149
47 Cl 3.928 2.146 2.215
48 Cl 1.344 2.309 3.476
49 C 6.263 -3.794 2.332
50 Cl 6.668 -2.255 3.100
51 Cl 6.680 -3.726 0.619
52 Cl 7.171 -5.102 3.112
53 Cl 4.531 -4.096 2.502
54 C 6.345 -1.998 -9.440
55 Cl 6.017 -2.150 -7.710
56 Cl 7.917 -1.223 -9.681
57 Cl 6.356 -3.600 -10.190
58 Cl 5.074 -1.009 -10.162
59 C 2.534 0.775 -7.676
60 Cl 3.486 0.357 -6.249
61 Cl 2.051 -0.707 -8.517
62 Cl 1.091 1.666 -7.182
63 Cl 3.507 1.785 -8.761
64 C -1.258 -4.994 -1.440
65 Cl -1.996 -4.221 -0.033
66 Cl -1.120 -6.735 -1.152
67 Cl -2.275 -4.710 -2.859
68 Cl 0.346 -4.315 -1.722
69 C 1.788 3.178 8.897
70 Cl 1.577 4.935 8.899
71 Cl 0.787 2.467 10.174
72 Cl 1.315 2.527 7.333
73 Cl 3.489 2.794 9.207
74 C -5.200 0.901 -4.515
75 Cl -5.095 2.001 -3.138
76 Cl -4.418 1.640 -5.920
77 Cl -4.393 -0.625 -4.133
78 Cl -6.903 0.587 -4.889
79 C -10.661 2.934 7.966
80 Cl -10.857 1.978 9.442
81 Cl -9.207 2.414 7.115
82 Cl -12.069 2.694 6.922
83 Cl -10.527 4.647 8.388

Output
- charge = -1
- orbital gap (eV) = 6.2
- total energy (a.u.) = -20584.28230
- highest occupied orbital energy (eV) = -4.804


[8]
Entry from OMol25: 2 unconnected molecules or ions with the total composition C16H17BIN4O14P at a distorted geometry (ωB97M-V/def2-TZVPD).

Cartesian coordinates (Å):
1 C 3.850 -3.409 2.705
2 C 3.555 -2.633 1.543
3 C 2.800 -1.889 0.248
4 N 2.181 -0.643 0.778
5 C 0.830 -0.177 1.203
6 N -0.298 -0.943 1.232
7 C -1.568 -0.178 1.666
8 C -1.612 0.050 3.323
9 C -1.942 1.620 3.727
10 O -3.280 2.073 3.313
11 C -3.235 2.942 2.126
12 C -2.380 4.363 2.016
13 O -3.969 2.583 1.058
14 P -0.511 -2.654 0.859
15 O 0.505 -3.642 1.630
16 O -0.421 -2.866 -0.903
17 O -2.108 -3.310 1.282
18 N 0.845 1.308 1.621
19 C 2.298 1.671 1.462
20 N 3.046 0.462 0.966
21 C 4.537 0.580 0.755
22 C 5.208 2.003 1.187
23 O 4.985 3.105 0.419
24 I 6.514 2.277 2.920
25 H 3.919 -4.271 3.528
26 H 3.690 -1.717 -0.532
27 H 2.100 -2.661 -0.278
28 H -2.559 -0.764 1.421
29 H -1.681 0.855 1.078
30 H -2.421 -0.711 3.758
31 H -0.572 -0.293 3.762
32 H -1.055 2.266 3.292
33 H -1.874 1.731 4.914
34 H -3.057 5.243 1.612
35 H -1.855 4.636 3.047
36 H -1.485 4.142 1.260
37 H -0.465 -1.928 -1.263
38 H -2.009 -3.950 2.059
39 H 2.595 2.766 1.729
40 H 4.727 0.434 -0.407
41 H 5.162 -0.284 1.292
42 B -1.768 -0.630 -5.185
43 O -2.834 -0.021 -5.987
44 C -2.291 0.312 -7.166
45 O -2.906 0.844 -8.076
46 C -0.898 -0.051 -7.184
47 O -0.124 0.117 -8.112
48 O -0.560 -0.615 -6.016
49 O -1.557 0.116 -3.940
50 C -1.770 -0.742 -2.933
51 O -1.679 -0.447 -1.752
52 C -2.115 -2.037 -3.458
53 O -2.369 -3.035 -2.802
54 O -2.121 -1.999 -4.798

Output
- orbital gap (eV) = 6.6
- total energy (a.u.) = -2555.89573
- highest occupied orbital energy (eV) = -9.175